w.
C3H4N4 as an isolated structure, computed with the ωB97M-V functional and the def2-TZVPD basis.

Values from the calculation:
- frontier orbital gap (eV) = 10.34
- net charge = 0
- LUMO level (eV) = 0.56
- HOMO energy (eV) = -9.776

Last column: Mulliken charge in e.
Cartesian coordinates (Å):
1 C 0.967 0.719 0.027  -0.341
2 C 0.865 -0.737 -0.037  -0.405
3 C -0.613 0.775 -0.106  0.257
4 H 1.333 0.916 1.032  0.213
5 H 1.736 1.494 -0.693  0.260
6 H 0.976 -1.216 0.893  0.253
7 H 1.585 -1.335 -0.767  0.214
8 N -0.525 -0.547 -0.284  0.455
9 N -1.810 -1.054 -0.017  -0.454
10 N -2.533 -0.055 0.065  -0.087
11 N -1.981 1.039 -0.114  -0.364


x.
C3H4N4 as an isolated structure, computed with the ωB97M-V functional and the def2-TZVPD basis.

Values from the calculation:
- frontier orbital gap (eV) = 9.66
- net charge = 0
- LUMO level (eV) = 0.97
- HOMO energy (eV) = -8.684

Last column: Mulliken charge in e.
Cartesian coordinates (Å):
1 N -0.277 2.007 -0.011  -0.528
2 C -0.441 0.645 -0.102  0.549
3 C -1.078 -0.379 0.478  -0.625
4 N -0.469 -1.351 -0.437  -0.274
5 C 0.889 -1.653 -0.128  0.140
6 N 1.474 -0.662 -0.695  -0.483
7 N 0.160 -0.183 -1.109  -0.042
8 H -0.240 2.331 0.946  0.254
9 H 0.524 2.334 -0.537  0.280
10 H -1.843 -0.571 1.213  0.383
11 H 1.300 -2.516 0.381  0.346


The data favor x; the next most stable structure lies 0.720 eV above it.


w.
One molecule with the formula C3H4N4, computed with the ωB97M-V functional and the def2-TZVPD basis.

Values from the calculation:
- frontier orbital gap (eV) = 9.79
- net charge = 0
- LUMO level (eV) = 0.09
- HOMO energy (eV) = -9.699
- SMILES = [H]/N=C(\C#N)NN=C

Last column: Mulliken charge in e.
Cartesian coordinates (Å):
1 H 2.416 1.641 0.576  0.266
2 N 1.986 0.885 -0.077  -0.625
3 C 0.812 0.734 0.369  0.650
4 C 0.411 1.493 1.548  0.090
5 N 0.022 2.126 2.454  -0.390
6 N -0.225 0.019 -0.144  0.136
7 N -0.142 -0.833 -1.233  -0.662
8 C -1.119 -1.698 -1.301  -0.231
9 H -1.141 -0.018 0.348  0.298
10 H -1.121 -2.420 -2.070  0.293
11 H -1.899 -1.928 -0.472  0.175


x.
One molecule with the formula C3H4N4, computed with the ωB97M-V functional and the def2-TZVPD basis.

Values from the calculation:
- frontier orbital gap (eV) = 10.56
- net charge = 0
- LUMO level (eV) = 0.84
- HOMO energy (eV) = -9.711
- SMILES = Nc1ncncn1

Last column: Mulliken charge in e.
Cartesian coordinates (Å):
1 N -2.054 -0.009 -0.046  -0.361
2 C -0.704 -0.010 -0.019  0.649
3 N -0.066 -1.201 0.006  -0.592
4 C 1.258 -1.109 -0.025  0.103
5 N 1.979 0.017 -0.029  -0.554
6 C 1.227 1.123 -0.016  0.103
7 N -0.106 1.186 -0.001  -0.590
8 H -2.545 0.859 0.027  0.240
9 H -2.552 -0.886 0.059  0.245
10 H 1.805 -2.049 0.014  0.382
11 H 1.758 2.079 0.029  0.376


y.
A 2-piece molecular cluster, C3H4N4 overall, computed with the ωB97M-V functional and the def2-TZVPD basis.

Values from the calculation:
- frontier orbital gap (eV) = 7.69
- net charge = 0
- LUMO level (eV) = -0.62
- HOMO energy (eV) = -8.313

Last column: Mulliken charge in e.
Cartesian coordinates (Å):
1 C 0.180 -2.068 -0.392  0.121
2 C -0.414 -3.234 -0.136  -0.567
3 C -0.546 3.057 0.386  -0.385
4 N 0.910 -1.220 0.073  0.564
5 N 1.344 -0.175 0.099  -0.667
6 N 1.426 2.081 -0.544  -0.497
7 N 0.489 2.484 -0.130  0.497
8 H -0.669 -3.793 -0.991  0.244
9 H -0.515 -3.678 0.805  0.271
10 H -0.734 4.086 0.243  0.237
11 H -1.471 2.461 0.585  0.181


z.
One molecule with the formula C3H4N4, computed with the ωB97M-V functional and the def2-TZVPD basis.

Values from the calculation:
- frontier orbital gap (eV) = 10.02
- net charge = 0
- LUMO level (eV) = 0.22
- HOMO energy (eV) = -9.799
- SMILES = C=Nn1ccnn1

Last column: Mulliken charge in e.
Cartesian coordinates (Å):
1 C -0.959 1.111 -1.671  -0.212
2 N 0.213 0.623 -1.455  -0.666
3 N 0.493 0.129 -0.186  0.839
4 C -0.323 -0.420 0.796  0.006
5 C 0.587 -1.022 1.634  -0.561
6 N 1.864 -0.917 1.036  -0.279
7 N 1.750 -0.362 -0.066  -0.386
8 H -1.141 1.596 -2.638  0.286
9 H -1.614 1.220 -0.799  0.189
10 H -1.326 -0.351 0.843  0.386
11 H 0.455 -1.609 2.505  0.399


The data favor x; the next most stable structure lies 3.358 eV above it.


w.
One molecule with the formula C3H4N4, computed with the ωB97M-V functional and the def2-TZVPD basis.

Values from the calculation:
- frontier orbital gap (eV) = 10.21
- net charge = 0
- LUMO level (eV) = 0.42
- HOMO energy (eV) = -9.787
- SMILES = Nc1ncncn1

Last column: Mulliken charge in e.
Cartesian coordinates (Å):
1 N -0.712 -0.950 1.936  -0.490
2 C -0.184 -0.205 0.753  0.598
3 N -0.695 0.931 0.281  -0.479
4 C -0.435 1.275 -0.874  0.200
5 N 0.442 0.619 -1.664  -0.532
6 C 0.919 -0.589 -1.115  -0.030
7 N 0.782 -0.883 0.188  -0.480
8 H -0.172 -1.776 2.065  0.262
9 H -1.106 -0.372 2.961  0.313
10 H -0.978 2.265 -1.189  0.300
11 H 1.735 -1.021 -1.614  0.339


x.
One molecule with the formula C3H4N4, computed with the ωB97M-V functional and the def2-TZVPD basis.

Values from the calculation:
- frontier orbital gap (eV) = 9.65
- net charge = 0
- LUMO level (eV) = 0.19
- HOMO energy (eV) = -9.458
- SMILES = Nc1cncnn1

Last column: Mulliken charge in e.
Cartesian coordinates (Å):
1 N -1.718 0.629 -0.854  -0.570
2 C -0.584 0.001 -0.363  0.479
3 C -0.382 -0.284 1.007  -0.071
4 N 0.847 -0.441 1.452  -0.502
5 C 1.798 -0.449 0.506  -0.016
6 N 1.576 -0.590 -0.792  -0.366
7 N 0.351 -0.347 -1.237  -0.300
8 H -1.901 1.505 -0.376  0.256
9 H -1.608 0.789 -1.851  0.302
10 H -1.213 -0.438 1.696  0.405
11 H 2.835 -0.374 0.811  0.383


The data favor x; the next most stable structure lies 0.432 eV above it.